# C45H58F3N2O4PbS2Sb2Si2

C45H58F3N2O4PbS2Sb2Si2 as an isolated structure (ωB97M-V with the def2-TZVPD basis set, the OMol25 dataset).

Structure (XYZ):
```
119
Properties=species:S:1:pos:R:3:forces:R:3
Pb 0.261 -0.006 -0.589 0.12 0.09 0.22
O 1.997 0.610 0.956 -0.17 -0.03 0.00
N 2.983 1.458 0.540 0.08 -0.13 0.02
C 4.064 1.582 1.409 -0.01 0.16 -0.11
C 4.969 2.595 1.238 0.10 -0.05 0.13
C 4.838 3.508 0.194 -0.17 -0.04 -0.12
C 3.749 3.306 -0.716 0.14 0.13 0.08
C 2.835 2.302 -0.542 -0.12 -0.17 -0.07
S 1.544 2.019 -1.700 0.12 0.11 -0.08
H 4.120 0.816 2.160 0.08 -0.08 -0.02
H 5.798 2.654 1.934 0.02 0.02 0.01
H 5.550 4.307 0.047 0.02 0.04 -0.01
H 3.635 3.928 -1.593 0.01 0.01 -0.04
C 0.891 2.348 3.889 -0.02 -0.04 -0.05
C 1.218 3.386 2.813 -0.03 0.00 -0.07
C 0.349 3.333 1.555 -0.11 0.02 0.22
Sb -1.768 3.009 1.832 0.10 0.02 0.09
C -2.255 3.362 -0.213 -0.01 0.02 -0.07
C -1.557 4.243 -1.035 -0.01 0.00 -0.01
C -1.809 4.291 -2.398 0.03 0.00 0.00
C -2.750 3.445 -2.963 0.01 -0.02 -0.04
C -3.453 2.564 -2.158 -0.02 -0.03 0.02
C -3.211 2.529 -0.792 0.06 -0.03 -0.01
C -2.166 4.956 2.690 0.04 0.01 -0.02
C -1.628 6.143 2.194 -0.01 0.04 -0.02
C -1.869 7.358 2.821 -0.01 -0.06 0.00
C -2.652 7.403 3.968 0.00 0.05 0.03
C -3.189 6.232 4.480 0.00 -0.03 -0.03
C -2.945 5.020 3.843 0.01 0.05 0.02
Sb 0.312 0.363 3.208 -0.47 -0.20 0.18
C 1.645 -0.747 4.492 0.20 0.09 -0.14
C 3.006 -0.452 4.505 0.03 -0.01 0.10
C 3.903 -1.216 5.243 -0.04 0.01 -0.03
C 3.446 -2.301 5.976 0.03 -0.03 0.03
C 2.094 -2.614 5.966 -0.02 0.00 0.00
C 1.203 -1.844 5.229 0.04 -0.05 -0.04
C -1.254 0.271 4.759 0.09 0.08 -0.01
C -2.575 0.031 4.388 0.01 0.01 0.03
C -3.603 0.040 5.326 -0.01 -0.01 -0.05
C -3.325 0.295 6.660 -0.03 0.02 0.06
C -2.015 0.541 7.052 0.00 -0.03 -0.06
C -0.997 0.525 6.107 0.02 0.00 0.03
H 0.028 2.672 4.478 0.00 0.00 0.01
H 1.724 2.216 4.583 0.01 0.05 0.00
H 2.260 3.272 2.498 -0.02 0.00 0.01
H 1.131 4.381 3.266 0.03 0.00 0.00
H 0.652 2.496 0.931 0.03 -0.01 -0.05
H 0.484 4.234 0.957 0.03 0.01 -0.02
H -0.766 4.864 -0.635 0.01 0.02 0.02
H -1.221 4.947 -3.028 0.00 0.01 -0.01
H -2.888 3.423 -4.035 0.00 0.00 -0.03
H -4.143 1.859 -2.602 -0.02 0.00 -0.01
H -3.721 1.792 -0.183 -0.03 -0.02 0.04
H -1.012 6.127 1.302 0.01 -0.01 0.00
H -1.442 8.268 2.418 0.00 0.01 0.00
H -2.837 8.350 4.462 0.00 0.00 0.00
H -3.796 6.257 5.378 -0.01 0.01 0.01
H -3.363 4.109 4.259 0.00 -0.02 0.00
H 3.381 0.387 3.934 -0.03 0.04 0.01
H 4.957 -0.968 5.231 0.01 0.00 0.01
H 4.142 -2.904 6.548 0.00 -0.01 0.00
H 1.729 -3.465 6.530 0.00 0.00 0.01
H 0.152 -2.107 5.234 -0.03 0.02 -0.01
H -2.811 -0.145 3.346 -0.01 -0.02 -0.10
H -4.624 -0.140 5.008 0.01 -0.01 0.01
H -4.125 0.312 7.393 0.00 -0.01 -0.01
H -1.786 0.744 8.091 0.00 0.01 0.03
H 0.021 0.711 6.433 0.03 0.01 -0.01
F -3.724 -0.208 -4.595 -0.06 0.01 0.01
C -2.613 -0.915 -4.876 -0.08 0.01 -0.12
F -2.766 -2.125 -4.318 -0.04 -0.12 0.02
F -2.590 -1.094 -6.210 -0.02 0.00 0.00
S -1.100 -0.065 -4.276 0.11 0.03 0.30
O -0.038 -0.941 -4.708 -0.07 0.05 -0.04
O -1.190 1.225 -4.916 0.02 -0.08 -0.03
O -1.346 -0.066 -2.836 0.13 0.06 -0.19
C 0.073 -3.116 1.139 -0.01 0.05 0.02
Si 0.424 -3.295 -0.709 -0.08 -0.05 -0.02
C 1.077 -5.057 -0.915 0.03 -0.04 -0.01
C -1.252 -3.278 -1.563 0.06 -0.09 0.03
C 1.470 -1.941 -1.352 0.07 0.13 -0.07
Si 3.290 -2.042 -1.062 -0.10 -0.07 -0.05
C 4.263 -0.579 -1.727 0.04 0.04 0.02
C 4.043 -3.545 -1.949 0.03 0.03 -0.04
C 3.688 -2.305 0.757 0.02 0.03 0.02
H -0.331 -4.044 1.553 -0.03 -0.04 0.03
H -0.654 -2.319 1.323 -0.03 0.02 0.02
H 0.976 -2.863 1.698 0.06 -0.01 0.04
H 0.293 -5.774 -0.656 -0.02 -0.04 0.01
H 1.932 -5.246 -0.265 0.05 -0.01 0.05
H 1.393 -5.247 -1.942 -0.01 -0.02 -0.05
H -1.908 -4.042 -1.131 0.09 -0.01 -0.07
H -1.153 -3.476 -2.631 0.01 -0.01 -0.06
H -1.731 -2.301 -1.470 0.01 0.03 0.01
H 1.293 -1.853 -2.435 0.00 0.00 -0.01
H 4.974 -0.911 -2.487 0.04 -0.01 -0.01
H 4.820 -0.075 -0.934 0.03 0.03 0.04
H 3.608 0.163 -2.179 -0.08 0.09 -0.06
H 3.712 -3.583 -2.989 0.01 0.02 -0.05
H 3.771 -4.489 -1.479 -0.03 -0.09 0.04
H 5.134 -3.464 -1.946 0.05 -0.02 0.00
H 3.198 -1.535 1.355 -0.02 0.05 0.07
H 4.766 -2.234 0.926 0.04 -0.01 0.01
H 3.359 -3.288 1.104 -0.04 -0.03 0.03
C -5.932 -2.405 1.073 0.00 -0.04 -0.01
C -4.561 -2.698 0.457 0.12 0.08 0.07
C -4.685 -2.934 -1.051 -0.03 0.00 -0.07
C -3.908 -3.903 1.143 0.01 -0.03 -0.04
C -3.692 -1.528 0.682 -0.04 -0.04 -0.16
N -3.012 -0.616 0.839 -0.05 0.08 0.16
H -6.573 -3.279 0.943 -0.02 0.00 0.00
H -6.402 -1.550 0.587 -0.01 0.01 -0.02
H -5.846 -2.191 2.138 0.01 -0.01 0.04
H -5.317 -3.809 -1.220 -0.02 -0.01 -0.01
H -3.711 -3.105 -1.505 -0.16 0.01 0.02
H -5.138 -2.074 -1.544 -0.03 0.03 -0.01
H -4.521 -4.789 0.970 -0.01 -0.03 0.01
H -3.817 -3.740 2.217 -0.01 0.01 0.03
H -2.911 -4.081 0.740 -0.04 0.00 0.04
```
Positions in Å, forces in eV/Å.

Summary:
⟨S²⟩: 0.765
HOMO energy (alpha / beta), eV: 0.367 / -1.972
2S+1: 2
Total charge: -2
ΔE to the lowest compared entry with this formula, charge and spin, eV: 0.000

Mulliken population analysis, charges in e, atoms 1 to 2: number 1, Pb, carries 1.147; number 2, O, carries 0.105